[1]
{
  "formula": "C20H51BrI2N6NbO6P2",
  "method": "ωB97M-V/def2-TZVPD",
  "elements": ["C", "C", "I", "C", "I", "Nb", "C", "C", "C", "C", "C", "C", "C", "O", "Br", "C", "C", "N", "N", "N", "P", "N", "O", "P", "O", "O", "H", "H", "H", "H", "H", "H", "H", "H", "H", "H", "H", "H", "H", "H", "H", "H", "H", "H", "H", "H", "H", "H", "H", "H", "H", "H", "H", "H", "H", "C", "C", "C", "O", "C", "N", "H", "H", "H", "H", "H", "H", "H", "H", "H", "H", "H", "C", "C", "C", "O", "C", "N", "H", "H", "H", "H", "H", "H", "H", "H", "H", "H", "H"],
  "coordinates": [[1.01, 5.63, -0.61], [1.50, 4.94, -1.84], [2.42, 6.45, -3.08], [1.42, 3.65, -2.13], [2.34, 3.11, -3.99], [0.45, 2.06, -0.80], [2.14, 0.62, -1.35], [1.94, -0.88, -1.13], [2.84, -1.63, -0.12], [3.95, -0.81, 0.53], [2.02, -2.38, 0.96], [-0.64, 0.87, -2.44], [-0.76, 1.38, -3.81], [-0.29, 0.85, -4.79], [-1.83, 3.01, -4.17], [-0.51, 0.64, 0.70], [-1.39, 1.02, 1.90], [-0.99, 2.17, 2.65], [-2.83, 1.06, 1.52], [-1.33, -0.09, 2.94], [1.82, 2.87, 1.21], [2.18, 1.71, 2.44], [3.35, 3.23, 0.59], [-1.71, 3.49, -0.52], [-1.73, 4.85, -1.47], [-3.06, 2.72, -1.06], [1.86, 5.88, 0.01], [0.30, 5.09, -0.01], [0.55, 6.57, -0.89], [2.24, 0.76, -2.42], [3.05, 1.05, -0.94], [2.11, -1.38, -2.08], [0.92, -1.15, -0.90], [3.35, -2.42, -0.65], [3.70, 0.23, 0.71], [4.27, -1.23, 1.48], [4.83, -0.80, -0.10], [0.99, -2.04, 1.00], [1.97, -3.43, 0.72], [2.48, -2.32, 1.93], [-1.64, 0.63, -2.07], [-0.15, -0.09, -2.55], [0.33, 0.07, 1.08], [-1.10, -0.07, 0.14], [-1.56, 2.29, 3.47], [-0.96, 3.03, 2.12], [-3.33, 0.53, 2.22], [-3.15, 2.01, 1.62], [-0.41, 0.01, 3.34], [-1.37, -0.97, 2.42], [2.16, 0.75, 2.12], [3.08, 1.90, 2.85], [3.91, 2.46, 0.69], [-2.51, 4.85, -2.02], [-3.02, 2.66, -2.02], [-6.05, 0.22, 5.86], [-4.70, -0.16, 5.25], [-4.48, -1.68, 5.17], [-4.13, -2.29, 6.41], [-5.22, -2.60, 7.25], [-3.63, 0.51, 5.98], [-6.05, 0.10, 6.95], [-6.26, 1.27, 5.66], [-6.86, -0.37, 5.44], [-4.70, 0.21, 4.22], [-3.63, -1.86, 4.51], [-5.34, -2.19, 4.73], [-6.10, -2.90, 6.68], [-5.48, -1.76, 7.90], [-4.91, -3.43, 7.89], [-2.75, 0.33, 5.50], [-3.53, 0.04, 6.87], [3.75, -2.91, -6.89], [3.58, -4.20, -6.10], [2.16, -4.42, -5.57], [1.82, -3.64, -4.44], [1.39, -2.32, -4.72], [4.58, -4.24, -5.03], [3.79, -2.03, -6.24], [4.69, -2.93, -7.45], [2.93, -2.77, -7.60], [3.79, -5.03, -6.78], [2.08, -5.46, -5.24], [1.41, -4.28, -6.37], [0.82, -2.26, -5.66], [2.24, -1.63, -4.76], [0.74, -1.99, -3.91], [4.54, -5.14, -4.57], [4.29, -3.58, -4.31]],
  "lowdin_charge": [-0.28, -0.93, 0.70, -0.82, 0.77, 1.28, -0.33, -0.25, -0.38, -0.09, -0.07, -0.32, -0.89, -0.07, 0.71, -0.29, -0.74, 0.04, 0.06, 0.05, 0.68, -0.24, -0.41, 0.70, -0.41, -0.40, 0.07, -0.02, 0.04, -0.05, 0.01, 0.08, 0.07, 0.11, 0.02, 0.07, 0.08, 0.05, 0.07, 0.06, 0.05, 0.03, 0.01, 0.04, 0.07, -0.01, 0.03, 0.04, 0.06, 0.06, -0.01, 0.02, 0.00, 0.01, -0.06, -0.07, -0.44, -0.20, -0.19, -0.12, 0.04, 0.06, 0.07, 0.08, 0.12, 0.11, 0.12, 0.09, 0.07, 0.08, 0.06, 0.06, -0.07, -0.44, -0.22, -0.19, -0.09, 0.04, 0.07, 0.07, 0.08, 0.13, 0.12, 0.12, 0.09, 0.08, 0.07, 0.07, 0.07],
  "total_charge": -1,
  "e_lumo_ha": 0.0598,
  "energy_ha": -5481.60316,
  "e_homo_ev": -4.09,
  "homo_lumo_gap_ev": 5.71
}



[2]
{
  "formula": "C5H4OS2",
  "method": "ωB97M-V/def2-TZVPD",
  "elements": ["C", "C", "C", "C", "S", "C", "O", "S", "H", "H", "H", "H"],
  "coordinates": [[-2.82, -0.27, 0.05], [-1.41, 0.15, 0.06], [-0.23, 0.43, -0.05], [1.13, 0.64, -0.10], [1.73, 2.15, -0.09], [2.00, -0.62, -0.14], [1.53, -1.74, -0.26], [3.78, -0.45, 0.12], [-3.40, 0.13, -0.75], [-2.88, -1.34, 0.07], [-3.26, 0.01, 1.00], [3.81, 0.90, 0.07]],
  "lowdin_charge": [-0.06, 0.01, -0.10, -0.75, 0.81, -0.76, 0.02, 0.80, 0.08, 0.08, 0.08, -0.19],
  "de_lowest_ev": 1.484,
  "total_charge": 0,
  "e_lumo_ha": -0.0659,
  "smiles": "CC#CC(=S)C(=O)S",
  "energy_ha": -1064.45065,
  "e_homo_ev": -9.28,
  "homo_lumo_gap_ev": 7.48
}



[3]
{
  "formula": "C18H12ClN3OS",
  "method": "ωB97M-V/def2-TZVPD",
  "elements": ["O", "C", "N", "N", "C", "C", "C", "N", "C", "C", "C", "C", "C", "C", "C", "S", "C", "C", "C", "C", "C", "C", "C", "Cl", "H", "H", "H", "H", "H", "H", "H", "H", "H", "H", "H", "H"],
  "coordinates": [[-0.92, 1.27, 1.03], [-0.15, 0.35, 0.83], [0.06, -0.24, -0.38], [-0.47, 0.02, -1.60], [-1.36, 0.92, -1.79], [-1.88, 1.15, -3.11], [-2.84, 2.08, -3.43], [-3.10, 2.04, -4.76], [-2.31, 1.09, -5.35], [-2.22, 0.69, -6.68], [-1.33, -0.31, -6.98], [-0.54, -0.90, -5.99], [-0.62, -0.51, -4.67], [-1.52, 0.50, -4.34], [0.66, -0.23, 1.92], [1.73, -1.60, 1.67], [2.21, -1.60, 3.34], [3.10, -2.47, 3.95], [3.36, -2.30, 5.30], [2.73, -1.28, 6.03], [1.84, -0.43, 5.42], [1.57, -0.58, 4.06], [0.69, 0.18, 3.23], [-0.22, 1.49, 3.84], [0.74, -0.99, -0.43], [-1.77, 1.55, -1.00], [-3.36, 2.76, -2.78], [-3.77, 2.62, -5.24], [-2.83, 1.15, -7.44], [-1.23, -0.64, -8.00], [0.15, -1.68, -6.27], [-0.02, -0.96, -3.90], [3.59, -3.24, 3.38], [4.05, -2.96, 5.80], [2.94, -1.18, 7.08], [1.34, 0.36, 5.97]],
  "lowdin_charge": [0.03, -0.48, 0.02, 0.07, -0.08, -0.16, -0.04, 0.08, -0.21, -0.03, -0.10, -0.10, -0.02, -0.12, -0.41, 1.09, -0.46, -0.09, -0.08, -0.08, -0.03, -0.27, -0.63, 0.78, 0.09, 0.12, 0.13, 0.16, 0.11, 0.10, 0.10, 0.09, 0.11, 0.10, 0.10, 0.10],
  "de_lowest_ev": 0.783,
  "total_charge": 0,
  "e_lumo_ha": -0.0030,
  "smiles": "O=C(N/N=C/c1c[nH]c2ccccc12)c1sc2ccccc2c1Cl",
  "energy_ha": -1791.02588,
  "e_homo_ev": -7.73,
  "homo_lumo_gap_ev": 7.65
}